This record from the OMol25 dataset describes a structure of composition C26H49Br16NO10S at a distorted geometry. The level of theory is ωB97M-V/def2-TZVPD.

Positions of all 103 atoms, in Å:
O (2.3851, 1.6668, 0.7751)
C (1.5004, 1.3360, 1.4519)
O (0.8835, 0.1697, 1.2871)
C (-0.4427, 0.3246, 0.7480)
C (-0.4089, -0.0541, -0.7418)
C (-1.5152, -0.9790, -1.2810)
C (-1.7738, -0.5552, -2.7421)
C (-2.4090, 0.8263, -2.8960)
C (-3.9019, 0.9161, -2.6615)
O (-4.2215, 1.3454, -1.3397)
O (-2.8369, -0.9758, -0.5981)
S (-3.5290, -2.3511, -1.0858)
O (-4.3927, -2.2557, -2.1930)
O (-4.2136, -3.0631, -0.0976)
O (-2.2225, -3.0937, -1.7681)
C (-1.1091, -2.4714, -1.0745)
C (0.1117, -2.9397, -1.8481)
C (1.3541, -3.2465, -1.0078)
O (1.4487, -2.4993, 0.1886)
O (-1.2932, -3.0338, 0.2315)
N (-1.1818, -4.4587, 0.1309)
O (-1.9563, -4.9823, 0.8049)
H (1.2077, 2.0059, 2.2644)
H (-1.1109, -0.2959, 1.2979)
H (-0.7550, 1.3647, 0.8142)
H (0.5342, -0.5302, -0.9434)
H (-0.3835, 0.8747, -1.2837)
H (-2.3680, -1.2545, -3.3095)
H (-0.8171, -0.4925, -3.2663)
H (-1.9490, 1.6003, -2.3038)
H (-2.2510, 1.1023, -3.9301)
H (-4.4441, 0.0257, -2.9294)
H (-4.2717, 1.7025, -3.3054)
H (-4.6127, 0.6100, -0.8757)
H (0.3007, -2.2300, -2.6231)
H (-0.1788, -3.8627, -2.3225)
H (2.2111, -2.9677, -1.6059)
H (1.4534, -4.3069, -0.8229)
H (1.1661, -3.0824, 0.8889)
Br (-1.4962, 3.3811, -0.3819)
C (-3.2059, 3.9270, 0.3700)
C (-3.4186, 5.4073, 0.2103)
Br (-2.3629, 6.4410, 1.4805)
H (-3.2121, 3.6014, 1.4060)
H (-3.9553, 3.3678, -0.1879)
H (-4.4536, 5.6663, 0.4207)
H (-3.1497, 5.7671, -0.7766)
Br (-2.8464, -1.7992, 2.2087)
C (-2.7467, -2.3779, 4.0615)
C (-3.3237, -1.3399, 4.9836)
Br (-2.1147, 0.1636, 5.2218)
H (-1.7052, -2.6029, 4.2654)
H (-3.3286, -3.2960, 4.1128)
H (-3.4739, -1.7495, 5.9802)
H (-4.2586, -0.9292, 4.6194)
Br (-2.4618, -1.2216, -7.4623)
C (-0.5477, -1.3966, -7.7689)
C (0.1280, -2.2625, -6.7380)
Br (0.3946, -1.3270, -5.0394)
H (-0.1426, -0.3912, -7.8014)
H (-0.4694, -1.8521, -8.7529)
H (1.1306, -2.5263, -7.0661)
H (-0.4292, -3.1650, -6.5127)
Br (4.6043, 5.1126, 1.1399)
C (5.0898, 3.2319, 0.9831)
C (6.5734, 3.0570, 0.8153)
Br (7.1524, 3.4874, -0.9901)
H (4.5168, 2.8270, 0.1593)
H (4.7541, 2.7746, 1.9097)
H (6.8512, 2.0169, 0.9591)
H (7.1544, 3.6802, 1.4867)
Br (-5.6623, -1.2481, -6.0397)
C (-7.5172, -0.7858, -5.6748)
C (-7.9562, 0.4250, -6.4545)
Br (-7.2614, 2.0708, -5.6836)
H (-7.6007, -0.6525, -4.6018)
H (-8.0910, -1.6591, -5.9754)
H (-9.0380, 0.5292, -6.4174)
H (-7.6311, 0.4012, -7.4886)
Br (-5.5291, 4.6113, 4.3224)
C (-4.4417, 5.1399, 5.8500)
C (-3.0283, 5.4625, 5.4461)
Br (-2.0060, 3.8460, 5.1010)
H (-4.5004, 4.3308, 6.5694)
H (-4.9320, 6.0214, 6.2563)
H (-2.5067, 5.9655, 6.2572)
H (-2.9703, 6.0689, 4.5501)
Br (7.6000, -0.0094, 2.8889)
C (8.3722, -1.3829, 1.7443)
C (9.7337, -0.9883, 1.2396)
Br (9.6337, 0.3181, -0.2029)
H (7.6601, -1.5650, 0.9470)
H (8.4397, -2.2678, 2.3742)
H (10.2379, -1.8481, 0.8048)
H (10.3607, -0.5551, 2.0114)
Br (6.8194, -3.9682, 4.4527)
C (7.9817, -3.4959, 5.9401)
C (9.3863, -3.2171, 5.4799)
Br (10.3492, -4.8588, 5.0738)
H (7.9218, -4.3088, 6.6550)
H (7.5410, -2.6010, 6.3732)
H (9.9583, -2.7389, 6.2711)
H (9.4228, -2.6020, 4.5876)

Forces on atoms 1 to 6 (eV/Å):
2.972 0.928 -2.128
-1.238 0.069 1.445
-0.731 -0.508 0.358
0.328 -0.182 -0.653
-0.871 0.443 1.009
1.178 0.503 0.506

* E_tot: -43409.4577 Eh
* HOMO level: -9.5 eV


This record from the OMol25 dataset describes a structure of composition C3H3I at a distorted geometry. The level of theory is ωB97M-V/def2-TZVPD.

Positions of all 7 atoms, in Å:
C (-1.0868, -0.5126, -0.0154)
C (-2.8573, -1.4868, 0.1063)
C (-0.0108, 0.2741, 0.3372)
I (-4.1237, 0.1169, 0.0182)
H (-0.9856, -0.8463, -1.1535)
H (0.6885, 0.6282, -0.3774)
H (0.2004, 0.5608, 1.4041)

Forces on atoms 1 to 6 (eV/Å):
1.474 -1.055 -4.197
2.866 2.592 0.841
-3.237 -1.806 3.040
-0.474 -0.385 -0.056
-0.565 0.816 2.377
0.305 -0.015 -0.846

* ⟨S²⟩: 2.02
* E_tot: -413.5084 Eh
* HOMO level (alpha / beta): -8.3 / -9.7 eV
* 2S+1: 3


This record from the OMol25 dataset describes a structure of composition C23H22S2Ti. The level of theory is ωB97M-V/def2-TZVPD.

Positions of all 48 atoms, in Å:
Ti (0.9308, 1.5478, 0.4908)
C (0.4261, 3.1344, 2.1827)
C (1.7070, 3.5554, 1.7350)
C (1.5866, 3.9759, 0.4045)
C (0.2388, 3.8247, 0.0047)
C (-0.4815, 3.3161, 1.1122)
H (0.1840, 2.7454, 3.1603)
H (2.6293, 3.4572, 2.2853)
H (2.4047, 4.2594, -0.2391)
H (-0.1673, 4.0458, -0.9710)
H (-1.5311, 3.0588, 1.1265)
C (4.6492, -0.6586, -1.5066)
C (3.6951, -0.0532, -0.5131)
S (2.7411, 1.3055, -1.1428)
C (3.5606, -0.5241, 0.7384)
C (4.3866, -1.6830, 1.2489)
S (2.3943, 0.1521, 1.8840)
H (5.1712, 0.1187, -2.0726)
H (4.1087, -1.2580, -2.2488)
H (5.3967, -1.3021, -1.0397)
H (5.4628, -1.4854, 1.1829)
H (4.1928, -2.6042, 0.6891)
H (4.1526, -1.8830, 2.2941)
C (-2.9478, -3.7263, -2.9190)
C (-3.1009, -3.3128, -1.5938)
C (-2.3482, -2.2931, -1.0450)
C (-1.3640, -1.5924, -1.8078)
C (-1.2131, -2.0554, -3.1524)
C (-1.9711, -3.0715, -3.6846)
C (-0.5216, -0.5383, -1.3526)
C (-0.4889, 0.1879, -0.1579)
C (-1.6410, 0.2163, 0.7541)
C (-2.9422, 0.5269, 0.2934)
C (-3.9952, 0.7381, 1.1584)
C (-3.8133, 0.6430, 2.5425)
C (-2.5547, 0.3117, 3.0184)
C (-1.4916, 0.0910, 2.1462)
H (-3.5467, -4.5284, -3.3339)
H (-3.8297, -3.8102, -0.9585)
H (-2.4973, -2.0379, -0.0063)
H (-0.4609, -1.5686, -3.7653)
H (-1.7991, -3.3657, -4.7169)
H (0.2820, -0.3044, -2.0502)
H (-3.0848, 0.6096, -0.7785)
H (-4.9724, 0.9845, 0.7541)
H (-4.6357, 0.8218, 3.2259)
H (-2.3822, 0.2174, 4.0863)
H (-0.5185, -0.1889, 2.5377)

Forces on atoms 1 to 6 (eV/Å):
0.597 -0.389 -0.335
-0.021 0.140 0.038
-0.142 -0.052 0.156
-0.044 0.032 -0.110
-0.043 0.042 0.072
-0.179 0.137 0.073

* ⟨S²⟩: 2.03
* E_tot: -2535.4808 Eh
* HOMO level (alpha / beta): 1.5 / -0.5 eV
* charge: -2
* 2S+1: 3


This record from the OMol25 dataset describes a cluster of 2 separate species, C20H15Cl3O2S in total at a distorted geometry. The level of theory is ωB97M-V/def2-TZVPD.

Positions of all 41 atoms, in Å:
Cl (-5.7418, 0.2586, 0.8400)
C (-4.1258, -0.2547, 1.0773)
C (-3.7985, -1.6020, 1.2990)
C (-2.5416, -1.9520, 1.7796)
C (-1.5231, -0.9684, 2.0185)
C (-0.3030, -1.2257, 2.6988)
C (0.9987, -0.9290, 2.1706)
C (1.9482, -1.9141, 1.7663)
C (3.2056, -1.5458, 1.2937)
C (3.6050, -0.1983, 1.2258)
Cl (5.1661, 0.2460, 0.6974)
C (2.6444, 0.7781, 1.4885)
C (1.4063, 0.4244, 1.9941)
C (-1.7581, 0.2719, 1.3413)
C (-3.0515, 0.6401, 0.9929)
H (-4.6022, -2.3285, 1.2034)
H (-2.3575, -3.0176, 2.0312)
H (-0.3595, -2.0588, 3.3901)
H (1.6905, -2.9849, 1.9202)
H (3.9354, -2.2974, 1.0217)
H (2.8778, 1.8182, 1.3627)
H (0.8077, 1.2130, 2.4343)
H (-0.9178, 0.9428, 1.1821)
H (-3.2833, 1.6592, 0.7499)
Cl (-0.3611, 0.4820, 4.6292)
C (-0.3444, -1.0656, 5.4472)
S (1.1412, -1.3945, 6.4222)
C (0.7899, -0.9654, 8.1313)
C (1.1595, 0.2967, 8.5915)
C (0.9562, 0.5844, 9.9436)
C (0.3903, -0.3737, 10.8106)
C (-0.0394, -1.6072, 10.2802)
C (0.1591, -1.9178, 8.9313)
O (1.4130, -2.8059, 6.4357)
O (2.1347, -0.4399, 5.9995)
H (-1.2416, -1.3088, 6.0563)
H (1.5713, 1.0391, 7.8978)
H (1.2565, 1.5572, 10.3287)
H (0.3071, -0.1734, 11.8868)
H (-0.5153, -2.3487, 10.9234)
H (-0.1861, -2.8605, 8.4925)

Forces on atoms 1 to 6 (eV/Å):
0.052 -0.044 -0.095
1.622 -0.740 -0.001
-0.558 0.328 0.252
0.354 -0.182 1.292
-1.376 0.557 -2.375
-0.139 -0.633 -1.148

* E_tot: -2700.1726 Eh
* HOMO level: -7.0 eV


This record from the OMol25 dataset describes a cluster of 2 separate species, C5H11NOS in total at a distorted geometry. The level of theory is ωB97M-V/def2-TZVPD.

Positions of all 19 atoms, in Å:
C (-0.0993, -1.9319, -0.8397)
C (-1.5814, -2.0585, -1.0780)
C (1.4006, 2.1434, 1.9119)
C (0.2262, 1.9496, 1.2898)
C (1.0463, -0.9465, 1.0451)
N (0.0519, -1.4754, 0.4713)
O (-0.9546, 1.5986, 1.7759)
S (2.5061, -0.4669, 0.1568)
H (0.4412, -2.8303, -0.9403)
H (-1.8373, -3.0712, -0.8203)
H (-2.0851, -1.3794, -0.3890)
H (-1.8811, -1.6928, -2.0612)
H (0.5786, -1.2061, -1.4248)
H (1.5907, 2.0422, 2.9128)
H (2.1758, 2.4578, 1.2269)
H (0.0735, 2.1791, 0.1938)
H (0.8064, -0.6105, 2.0696)
H (-0.7987, 0.9376, 2.4620)
H (2.8608, 0.3308, 1.0401)

Forces on atoms 1 to 6 (eV/Å):
1.817 2.467 -0.793
0.038 1.055 -0.551
-1.342 0.303 -3.241
1.139 1.581 -1.787
-1.737 0.051 -0.999
0.233 -0.230 3.280

* E_tot: -725.1913 Eh
* HOMO level: -9.0 eV
* structure (SMILES): CC/N=C\S.C=CO